25
Properties=species:S:1:pos:R:3:nbo_charge:R:1 method="wB97M-V/def2-TZVPD" e_tot_ha=-569.08771 lumo_ev=0.378 de_lowest_kcal_mol=51.3 total_charge=0 largest_force_ev_per_a=10.8
N -3.14 -0.83 -3.85 -0.40
N -1.17 -0.55 -2.23 -0.57
N -2.97 -1.79 1.63 -0.30
N -0.12 -0.01 -0.25 -0.40
C -1.29 -0.26 -0.99 0.55
C -2.66 -0.22 -0.33 -0.59
C 1.16 -0.24 -0.94 -0.23
C 2.24 0.66 -0.45 -0.40
C -2.89 -1.14 0.77 0.29
C 1.25 0.68 1.84 -0.40
C -0.06 -0.02 1.29 -0.21
C 2.52 0.59 0.99 -0.40
C -2.24 -0.65 -3.06 0.40
H -2.90 0.77 0.01 0.27
H 3.17 1.33 1.41 0.21
H 1.19 -0.09 -2.00 0.25
H 1.45 -1.26 -0.80 0.19
H 3.04 -0.30 1.24 0.19
H 0.96 1.72 1.85 0.19
H 1.95 1.70 -0.51 0.21
H 0.12 -1.06 1.68 0.20
H -3.48 -0.40 -1.01 0.29
H 1.53 0.54 2.90 0.23
H 3.22 0.46 -0.98 0.22
H -0.88 0.40 1.78 0.22